Entry one
{"formula": "C3H11O2S", "method": "ωB97M-V/def2-TZVPD", "symbols": ["C", "C", "C", "S", "H", "H", "H", "H", "H", "H", "H", "H", "H", "O", "H", "H", "O"], "positions_angstrom": [[0.55, -1.64, -0.84], [0.12, -0.26, -1.39], [1.10, 0.92, -1.34], [1.40, 1.42, 0.41], [-0.32, -2.29, -0.80], [0.86, -1.39, 0.17], [1.35, -2.12, -1.41], [-0.32, -0.39, -2.41], [-0.77, 0.05, -0.85], [0.59, 1.73, -1.89], [1.97, 0.69, -1.97], [-1.21, -0.07, 2.77], [-0.02, -0.88, 2.56], [-0.88, -0.98, 2.93], [-2.25, 1.78, 1.31], [-0.74, 1.63, 1.00], [-1.40, 1.78, 1.75]], "orbital_gap_ha": 0.2524, "charge": -1, "lumo_energy_ha": 0.1434}


Entry two
{"formula": "C3H11O2S", "method": "ωB97M-V/def2-TZVPD", "symbols": ["C", "C", "C", "S", "H", "H", "H", "H", "H", "H", "H", "H", "H", "O", "H", "H", "O"], "positions_angstrom": [[-0.81, -1.28, 0.74], [-0.16, 0.08, 0.54], [0.73, -0.15, -0.72], [1.22, 1.52, -1.37], [0.01, -2.06, 0.65], [-1.47, -1.25, 1.68], [-1.57, -1.47, -0.03], [0.40, 0.35, 1.38], [-0.89, 0.80, 0.21], [1.66, -0.56, -0.37], [0.11, -0.82, -1.24], [-4.07, 0.34, 0.78], [-2.81, -0.41, 1.11], [-3.86, -0.57, 1.12], [3.59, 1.11, -1.45], [3.63, 2.50, -1.43], [4.28, 1.86, -1.61]], "orbital_gap_ha": 0.2300, "charge": -1, "lumo_energy_ha": 0.1235}


Sorted by energy, starting with the most stable: entry one, entry two.


Entry one
{"formula": "CH4N2S2", "method": "ωB97M-V/def2-TZVPD", "symbols": ["C", "N", "N", "S", "S", "H", "H", "H", "H"], "positions_angstrom": [[-0.38, -0.78, 0.15], [0.28, -0.21, -0.95], [0.32, -1.51, -0.81], [2.28, 0.91, -0.35], [3.40, -0.56, 0.35], [-0.03, -0.36, 1.09], [-1.48, -0.63, 0.27], [-0.21, 0.28, -1.62], [1.26, 1.10, 0.68]], "orbital_gap_ha": [0.2788, 0.2837], "charge": 0, "lumo_energy_ha": [-0.0404, -0.0155]}


Entry two
{"formula": "CH4N2S2", "method": "ωB97M-V/def2-TZVPD", "symbols": ["C", "H", "H", "H", "H", "N", "N", "S", "S"], "positions_angstrom": [[0.22, 0.63, -0.13], [-2.24, -0.89, 1.13], [-1.64, 1.53, -0.18], [0.83, 1.54, -0.17], [2.62, -1.76, -0.10], [-1.20, 0.64, -0.10], [0.84, -0.49, -0.08], [-2.01, -0.80, -0.23], [2.57, -0.40, -0.14]], "orbital_gap_ha": 0.3325, "smiles": "S/N=C/NS", "charge": 0, "lumo_energy_ha": 0.0264}


Sorted by energy, starting with the most stable: entry two, entry one.


Entry one
{"formula": "C3H4S", "method": "ωB97M-V/def2-TZVPD", "symbols": ["C", "C", "C", "S", "H", "H", "H", "H"], "positions_angstrom": [[-1.10, -0.23, 0.07], [0.11, -0.12, -0.09], [1.58, 0.00, -0.01], [-2.80, -0.46, -0.02], [-3.11, 0.78, 0.05], [1.79, -0.57, 0.82], [1.63, 1.03, 0.11], [1.89, -0.41, -0.93]], "orbital_gap_ha": 0.3490, "smiles": "CC#CS", "charge": 0, "lumo_energy_ha": 0.0317}


Entry two
{"formula": "C3H4S", "method": "ωB97M-V/def2-TZVPD", "symbols": ["C", "C", "C", "S", "H", "H", "H", "H"], "positions_angstrom": [[-1.84, -0.15, 0.00], [-0.67, -0.22, -0.01], [0.76, -0.44, 0.04], [-3.54, 0.00, 0.01], [-3.43, -1.33, -0.13], [1.38, -0.41, 0.95], [1.00, 0.20, -0.76], [1.03, -1.58, -0.29]], "orbital_gap_ha": 0.3520, "smiles": "CC#CS", "charge": 0, "lumo_energy_ha": 0.0311}


Sorted by energy, starting with the most stable: entry one, entry two.


Entry one
{"formula": "C3H10NO2P", "method": "ωB97M-V/def2-TZVPD", "symbols": ["C", "C", "C", "N", "O", "O", "P", "H", "H", "H", "H", "H", "H", "H", "H", "H", "H"], "positions_angstrom": [[-0.36, -0.10, -1.61], [1.59, 0.34, 0.06], [0.14, -0.17, -0.19], [-0.03, -1.49, 0.32], [-0.50, 0.59, 2.36], [-2.38, 0.66, 0.49], [-0.93, 0.87, 0.82], [-1.45, -0.26, -1.58], [0.35, -0.60, -2.17], [-0.40, 0.97, -1.92], [1.62, 0.48, 1.16], [1.65, 1.17, -0.53], [2.36, -0.38, -0.21], [0.32, -2.19, -0.29], [-0.35, -0.33, 2.21], [-0.95, -1.82, 0.54], [-0.68, 2.26, 0.54]], "orbital_gap_ha": 0.3987, "smiles": "CC(C)(N)[P@@H](=O)O", "charge": 0, "lumo_energy_ha": 0.0289}


Entry two
{"formula": "C3H10NO2P", "method": "ωB97M-V/def2-TZVPD", "symbols": ["C", "C", "C", "N", "O", "O", "P", "H", "H", "H", "H", "H", "H", "H", "H", "H", "H"], "positions_angstrom": [[-0.92, -1.19, 0.20], [-0.83, 1.30, 0.55], [-0.22, 0.11, -0.19], [-0.18, 0.24, -1.63], [2.43, 1.12, -0.18], [2.16, -1.37, -0.04], [1.56, 0.06, 0.31], [-0.73, -1.95, -0.55], [-1.99, -1.04, 0.28], [-0.56, -1.53, 1.17], [-1.88, 1.44, 0.28], [-0.28, 2.21, 0.32], [-0.77, 1.13, 1.63], [-1.10, 0.43, -2.01], [0.43, 1.01, -1.88], [1.50, -2.07, -0.07], [1.38, 0.09, 1.83]], "orbital_gap_ha": 0.3836, "smiles": "CC(C)(N)[P@H](=O)O", "charge": 0, "lumo_energy_ha": 0.0243}


Entry three
{"formula": "C3H10NO2P", "method": "ωB97M-V/def2-TZVPD", "symbols": ["C", "C", "C", "N", "O", "O", "P", "H", "H", "H", "H", "H", "H", "H", "H", "H", "H"], "positions_angstrom": [[0.44, 1.98, -0.17], [-1.34, 0.59, -1.14], [2.74, -0.87, 1.09], [-0.02, 0.68, -0.53], [-1.28, -3.26, -0.15], [2.15, -0.86, -0.09], [1.16, -0.43, -1.21], [0.54, 2.68, -0.98], [-0.31, 2.46, 0.52], [1.33, 2.05, 0.45], [-1.40, -0.06, -1.97], [-2.08, 0.33, -0.44], [-1.57, 1.61, -1.48], [-0.92, -2.36, 0.13], [2.31, -0.11, 1.87], [3.52, -1.62, 1.22], [-0.87, -3.61, -0.92]], "orbital_gap_ha": [0.2826, 0.2774], "charge": 0, "lumo_energy_ha": [-0.0023, 0.0154]}


Sorted by energy, starting with the most stable: entry two, entry one, entry three.